Record 1
{"formula": "C21H68O13", "method": "the ωB97M-V functional and the def2-TZVPD basis", "gap_ev": 10.1564, "e_tot_ha": -1818.687593, "multiplicity": 1, "species": ["C", "C", "C", "O", "H", "H", "H", "H", "H", "H", "H", "H", "C", "C", "C", "O", "H", "H", "H", "H", "H", "H", "H", "H", "C", "C", "C", "O", "H", "H", "H", "H", "H", "H", "H", "H", "C", "C", "C", "O", "H", "H", "H", "H", "H", "H", "H", "H", "C", "O", "H", "H", "H", "H", "C", "O", "H", "H", "H", "H", "C", "O", "H", "H", "H", "H", "C", "O", "H", "H", "H", "H", "C", "O", "H", "H", "H", "H", "C", "O", "H", "H", "H", "H", "C", "O", "H", "H", "H", "H", "C", "O", "H", "H", "H", "H", "C", "O", "H", "H", "H", "H"], "positions_angstrom": [[-1.592, -4.681, 6.758], [-1.278, -3.829, 5.567], [0.121, -4.172, 4.881], [-2.230, -3.931, 4.511], [-2.630, -4.489, 7.030], [-0.961, -4.506, 7.630], [-1.472, -5.734, 6.501], [-1.317, -2.817, 5.969], [0.843, -4.195, 5.697], [0.342, -3.415, 4.130], [0.175, -5.089, 4.294], [-2.222, -4.816, 4.138], [1.518, 0.234, -1.400], [1.396, 1.442, -0.434], [2.369, 2.575, -0.645], [0.120, 2.081, -0.654], [1.170, 0.494, -2.400], [0.803, -0.569, -1.218], [2.503, -0.225, -1.480], [1.539, 1.108, 0.594], [2.242, 3.015, -1.635], [3.422, 2.374, -0.450], [2.282, 3.347, 0.120], [-0.459, 1.520, -0.133], [3.219, 3.315, 6.745], [3.356, 1.800, 6.614], [4.462, 1.533, 5.642], [3.715, 1.358, 7.891], [2.941, 3.737, 5.779], [4.136, 3.879, 6.919], [2.553, 3.756, 7.487], [2.438, 1.298, 6.305], [5.391, 1.786, 6.154], [4.276, 2.195, 4.796], [4.489, 0.511, 5.266], [3.998, 0.440, 7.910], [-5.060, -8.914, -0.334], [-3.774, -8.080, -0.331], [-4.094, -6.681, -0.985], [-3.513, -7.786, 1.067], [-5.458, -9.176, -1.314], [-5.949, -8.407, 0.042], [-4.862, -9.757, 0.328], [-3.010, -8.660, -0.849], [-3.146, -6.155, -1.103], [-4.751, -6.034, -0.404], [-4.551, -6.806, -1.966], [-3.607, -8.607, 1.556], [1.910, -6.002, -3.695], [2.768, -5.979, -2.618], [1.677, -5.027, -4.124], [2.431, -6.375, -4.577], [0.927, -6.464, -3.598], [2.325, -6.393, -1.873], [-6.156, -0.501, -3.769], [-4.848, -0.135, -4.030], [-6.562, -1.162, -4.535], [-6.056, -1.165, -2.911], [-6.883, 0.283, -3.556], [-4.489, 0.319, -3.264], [-1.168, 7.023, 3.398], [-1.098, 7.451, 4.809], [-0.785, 7.849, 2.799], [-0.603, 6.108, 3.222], [-2.172, 6.843, 3.013], [-1.701, 8.194, 4.877], [-0.408, -1.370, -8.430], [-1.722, -1.846, -8.108], [0.219, -2.024, -7.824], [-0.261, -1.577, -9.490], [-0.159, -0.334, -8.202], [-2.006, -1.465, -7.274], [-6.064, 5.355, -1.533], [-5.432, 6.593, -1.559], [-6.555, 4.902, -0.672], [-6.699, 5.176, -2.401], [-5.216, 4.681, -1.656], [-4.604, 6.560, -2.044], [0.931, 8.099, -4.035], [-0.306, 7.474, -3.842], [0.566, 9.111, -4.212], [1.650, 8.119, -3.215], [1.492, 7.732, -4.895], [-0.089, 6.593, -3.530], [8.828, 3.960, -0.456], [8.797, 4.310, -1.819], [8.377, 2.999, -0.210], [9.813, 3.979, 0.011], [8.292, 4.680, 0.164], [8.871, 5.260, -1.935], [6.159, -0.637, -6.619], [5.975, -1.985, -7.136], [5.589, -0.595, -5.691], [7.159, -0.506, -6.206], [5.798, 0.143, -7.291], [6.158, -1.797, -8.060], [-4.096, 1.548, 3.138], [-4.150, 0.581, 2.167], [-4.140, 2.528, 2.663], [-4.898, 1.542, 3.876], [-3.162, 1.398, 3.679], [-4.104, -0.322, 2.490]], "atomic_forces_ev_per_a": [[-0.3977, -0.8878, -0.0074], [1.6421, -0.8181, -1.5995], [-0.8957, 1.0690, 1.1440], [-0.7648, 0.6137, 0.4957], [-0.0193, -0.1492, 0.1636], [0.1047, 0.2858, -0.1398], [-0.1799, -0.2061, 0.0537], [0.2148, 0.3481, -0.7466], [0.4803, 0.0127, -0.3658], [0.1804, 0.3275, 0.3556], [-0.5219, -0.4186, 0.5101], [0.1412, -0.1594, 0.1116], [-0.3890, 0.2067, -0.3235], [0.4355, 0.0838, -0.9822], [1.0890, 0.4213, 0.1845], [0.2023, -0.9145, 0.8599], [0.4684, 0.6432, -0.1797], [0.0048, -0.0680, 0.8709], [0.0872, 0.2181, 0.1950], [-0.4516, -0.1450, 0.2055], [0.0898, 0.0351, 0.0406], [0.1588, -0.8780, -0.6339], [-0.9767, 0.1898, -0.0909], [-0.7358, 0.2132, -0.1434], [-0.3772, 1.0947, -0.7163], [0.3045, 0.7791, 0.5648], [-0.0106, 0.0404, -0.6339], [0.0737, -0.3382, 1.4547], [-0.4973, -0.1231, -0.1478], [0.6380, -0.7537, 0.2461], [-0.3923, -0.7344, 0.0723], [-0.3332, 0.2910, -0.1456], [0.1404, 0.0214, -0.3172], [0.4517, -0.0938, -0.2435], [0.0637, -0.0936, 0.1485], [-0.0651, -0.0911, -0.2870], [-0.2948, 0.0563, -0.0529], [-3.0067, 1.7291, 0.5704], [1.2331, -0.9492, -0.0345], [0.7073, -0.1098, -0.9094], [0.7560, -0.6292, -0.2514], [0.3939, 0.5427, 0.6475], [-0.3776, -0.5230, -0.3851], [0.4500, 0.3809, 0.1866], [-0.0485, 0.2063, -0.1540], [-0.0037, -0.4792, 0.3612], [0.1349, -0.1155, -0.0690], [0.0673, -0.1018, 0.1037], [-0.5037, 0.6624, -2.5740], [0.1400, -0.0874, 1.1782], [-0.0724, 0.7921, 0.7814], [0.0257, -0.9624, 0.1001], [0.2526, -0.4806, 0.4389], [0.1543, 0.0804, 0.0794], [-0.5828, -1.6401, 1.1887], [1.0090, 0.9865, -1.1180], [0.2714, 0.3803, -0.4463], [-0.8558, -0.0573, 0.4870], [0.2137, 0.3308, -0.1055], [-0.0369, -0.0008, -0.0034], [0.0406, 0.9445, 0.6799], [-0.2447, -0.9866, -1.5075], [0.3414, -0.2052, -0.2173], [0.1966, 0.2465, 0.4342], [-0.3119, -0.0661, 0.5008], [-0.0237, 0.0611, 0.1024], [-0.1656, -1.3388, 0.5454], [-0.3044, 0.8113, -0.3780], [0.8252, 0.2444, -0.3164], [0.0952, 0.1182, 0.1192], [-0.4870, 0.1318, -0.0097], [0.0237, 0.0342, 0.0508], [1.6590, -2.3263, -1.5685], [-0.7630, 1.8526, 1.0572], [-0.1308, 1.4200, 0.6777], [-0.2984, 0.2847, -0.0478], [-0.2320, -0.9211, -0.1818], [-0.2226, -0.3078, 0.0637], [-0.1015, 1.5781, -0.6617], [0.2228, -1.3115, 0.6295], [0.9314, 0.3435, -0.2387], [-0.3764, -0.2159, 0.5378], [-0.1935, -0.0847, -0.3038], [-0.4903, -0.3260, 0.0487], [-0.0611, 0.8324, 1.2899], [-0.0419, -0.6414, -0.2431], [0.0048, -0.1063, -0.7647], [0.4856, -0.2366, -0.4593], [-0.4284, 0.1939, -0.0875], [0.0381, -0.0427, 0.2644], [-0.4856, -1.1417, 1.7064], [0.2951, 1.7174, -0.3316], [-0.5290, 0.1340, -0.1631], [0.4215, 0.2657, -0.8193], [0.3166, -0.0690, -0.0444], [-0.0212, -0.9049, -0.3479], [0.5767, 0.4808, 1.2576], [-0.6756, -0.9721, -1.9069], [0.2688, -0.0885, -0.0700], [-0.3252, -0.2943, -0.0060], [0.1741, 0.6586, 0.3200], [0.0070, 0.2005, 0.3964]]}

---

Record 2
{"formula": "C21H72O14P", "method": "the ωB97M-V functional and the def2-TZVPD basis", "total_charge": -1, "gap_ev": 4.6229, "e_tot_ha": -2237.458729, "multiplicity": 1, "species": ["C", "C", "O", "C", "C", "C", "C", "C", "P", "C", "O", "C", "H", "H", "H", "H", "H", "H", "H", "H", "H", "H", "H", "H", "H", "H", "H", "H", "H", "H", "H", "H", "H", "H", "H", "H", "C", "O", "H", "H", "H", "H", "C", "O", "H", "H", "H", "H", "C", "O", "H", "H", "H", "H", "C", "O", "H", "H", "H", "H", "C", "O", "H", "H", "H", "H", "C", "O", "H", "H", "H", "H", "C", "O", "H", "H", "H", "H", "C", "O", "H", "H", "H", "H", "C", "O", "H", "H", "H", "H", "C", "O", "H", "H", "H", "H", "C", "O", "H", "H", "H", "H", "C", "O", "H", "H", "H", "H"], "positions_angstrom": [[3.780, -4.038, -0.104], [4.214, -2.519, -0.638], [3.074, -1.555, -0.550], [3.587, -0.233, -0.102], [2.331, 0.779, 0.321], [1.233, 0.043, 1.291], [-0.307, 0.612, 1.136], [-1.134, -0.106, -0.127], [-2.974, -0.191, 0.478], [-3.427, -1.589, -0.742], [-2.727, -2.862, -0.509], [-3.332, -3.628, 0.605], [2.978, -3.848, 0.749], [3.289, -4.565, -1.048], [4.713, -4.650, 0.301], [4.489, -2.552, -1.799], [5.141, -2.189, 0.017], [4.192, 0.311, -0.954], [4.258, -0.384, 0.869], [1.791, 1.238, -0.636], [2.843, 1.696, 0.888], [1.552, 0.272, 2.417], [1.185, -1.123, 1.199], [-0.838, 0.382, 2.180], [-0.327, 1.794, 0.985], [-1.082, 0.534, -1.112], [-0.641, -1.178, -0.243], [-3.409, 0.767, -0.530], [-4.328, -0.300, 1.024], [-2.499, -1.116, 1.505], [-2.783, 0.938, 1.368], [-3.262, -1.162, -1.830], [-4.602, -1.772, -0.652], [-2.697, -3.347, 1.570], [-3.244, -4.801, 0.468], [-4.468, -3.404, 0.786], [4.471, -4.935, 3.418], [4.685, -6.098, 2.639], [4.582, -4.055, 2.780], [3.461, -4.955, 3.834], [5.209, -4.893, 4.223], [4.580, -6.861, 3.232], [5.134, 3.373, -0.861], [3.846, 2.925, -1.242], [5.644, 2.571, -0.322], [5.709, 3.633, -1.752], [5.039, 4.244, -0.208], [3.418, 3.657, -1.718], [2.069, 1.806, -4.496], [1.853, 2.090, -3.126], [1.576, 2.571, -5.100], [3.142, 1.814, -4.706], [1.648, 0.827, -4.736], [2.302, 1.396, -2.615], [-5.636, -6.078, 2.215], [-5.419, -4.856, 2.898], [-4.891, -6.178, 1.422], [-5.534, -6.910, 2.916], [-6.636, -6.078, 1.776], [-6.094, -4.795, 3.595], [-3.595, -9.187, 4.816], [-3.946, -7.943, 4.238], [-4.478, -9.830, 4.837], [-2.815, -9.661, 4.215], [-3.238, -9.028, 5.836], [-3.143, -7.393, 4.233], [0.030, -3.123, 3.018], [0.720, -3.264, 4.246], [0.747, -3.202, 2.197], [-0.716, -3.917, 2.924], [-0.456, -2.145, 2.982], [0.059, -3.191, 4.955], [-5.901, -3.243, 6.194], [-7.188, -3.691, 5.812], [-5.390, -4.045, 6.732], [-5.325, -2.983, 5.302], [-5.996, -2.372, 6.846], [-7.616, -2.959, 5.336], [-0.045, 5.275, -6.409], [-0.261, 5.560, -5.039], [-0.539, 6.040, -7.013], [1.027, 5.284, -6.619], [-0.467, 4.296, -6.650], [0.188, 4.865, -4.529], [-3.192, 5.734, -8.250], [-2.323, 4.619, -8.184], [-3.195, 6.241, -7.282], [-2.841, 6.426, -9.019], [-4.204, 5.395, -8.484], [-2.341, 4.190, -9.056], [5.036, 5.890, 2.389], [6.043, 5.160, 1.712], [4.057, 5.538, 2.054], [5.130, 5.729, 3.465], [5.137, 6.953, 2.158], [6.900, 5.494, 2.028], [7.857, 6.172, 5.586], [7.363, 6.862, 4.453], [7.674, 5.102, 5.458], [8.931, 6.347, 5.681], [7.339, 6.523, 6.482], [7.539, 7.808, 4.595], [-7.250, 5.551, -9.852], [-6.560, 5.410, -8.624], [-6.534, 5.473, -10.673], [-7.996, 4.758, -9.945], [-7.736, 6.529, -9.888], [-7.221, 5.483, -7.915]], "atomic_forces_ev_per_a": [[-0.4280, 1.1613, -0.7497], [0.1016, -0.6441, -0.3667], [2.7291, 0.3192, 0.9601], [-0.8267, 0.9937, 0.6000], [0.1865, -0.3858, -0.1410], [-0.2603, 0.7672, 1.0509], [0.2971, -0.0278, -0.4937], [1.9676, 0.3642, 0.8921], [-0.1487, 0.0587, -0.0710], [-1.4073, -0.3930, -1.0249], [-1.7176, -0.6771, 0.6594], [0.6487, 0.0912, 0.9137], [1.6982, -0.6797, -1.8131], [0.9284, 0.8207, 2.3502], [-2.0867, 1.3551, -0.9402], [-0.1964, -0.0546, 2.5692], [-1.9056, -0.3031, -1.4347], [-0.9253, -1.2099, 1.6038], [-1.2500, 0.2784, -2.0547], [1.1648, -1.1798, 2.0841], [-1.1907, -2.0068, -1.2713], [-0.4728, -0.5510, -2.2439], [0.3214, 2.2790, -0.1714], [0.8505, 0.4004, -2.3645], [0.2127, -2.4668, 0.4492], [0.2113, -1.2121, 1.7651], [-1.1379, 2.1001, -0.0806], [-0.3063, 0.1856, -0.5287], [-0.4541, 0.1524, 0.1775], [0.1675, -0.3665, 0.3133], [0.2969, 0.1922, 0.3299], [0.1316, -1.2873, 1.8088], [2.1549, 0.2833, -0.1830], [-1.6809, -0.6317, -1.7966], [0.0723, 2.3379, -0.2296], [2.1822, -0.1382, -0.4094], [-0.1465, -0.0388, 0.2211], [0.1229, -0.6884, 0.0084], [-0.0285, -0.2123, 0.0478], [0.0276, 0.3058, 0.0775], [-0.0399, 0.2385, 0.1013], [0.0448, 0.4302, -0.4482], [-0.2213, 0.2951, 0.0016], [-0.1800, 0.2357, -0.3443], [-0.1419, 0.0787, -0.0501], [0.2802, 0.0458, 0.0691], [0.3546, -0.1161, -0.0119], [0.0109, -0.6128, 0.1855], [0.0229, -0.1771, 0.3439], [0.0663, -0.0713, 0.0593], [0.0234, -0.0691, 0.1083], [0.0322, -0.0335, -0.2847], [0.0401, 0.0272, -0.2762], [-0.2382, 0.4576, -0.0522], [-0.2047, -0.1387, 0.2110], [-0.1799, 0.3070, 0.4574], [-0.0994, 0.1272, 0.1413], [-0.0303, -0.1054, -0.2656], [-0.0066, -0.1772, -0.1968], [0.3691, 0.0305, -0.2803], [0.1690, 0.1833, -0.0323], [0.3064, 0.2679, 0.0264], [0.0873, 0.1741, -0.0439], [0.0097, -0.2421, 0.1436], [0.0305, -0.2770, 0.0761], [-0.5469, -0.1559, -0.0962], [-0.3446, 0.1622, -0.1193], [0.1289, -0.1783, 0.9289], [-0.0670, 0.0080, 0.1885], [-0.0726, 0.0719, -0.2593], [-0.0936, -0.0920, -0.3445], [0.4512, 0.0067, -0.4351], [0.1469, 0.2525, -0.1287], [-0.5813, 0.0608, -0.3527], [-0.1773, 0.0596, -0.1055], [0.2244, 0.0503, 0.1652], [0.2493, 0.0143, 0.0525], [0.2114, -0.4620, 0.2335], [0.1430, -0.2823, 0.1769], [0.2180, -0.0951, 0.5134], [0.0606, -0.1662, 0.1938], [0.0772, 0.0057, -0.2540], [0.0656, 0.1833, -0.2571], [-0.3568, 0.3964, -0.1462], [-0.2440, -0.1113, -0.2151], [0.1897, -0.5185, -0.5489], [0.0798, -0.1576, -0.1045], [-0.1267, 0.2405, 0.0262], [-0.0245, 0.3126, 0.0878], [0.0027, 0.1719, 0.5772], [0.0689, 0.0207, 0.1611], [0.6349, 0.0086, -0.0119], [0.1967, -0.0319, -0.0480], [-0.2076, 0.1896, -0.0097], [-0.2057, 0.0825, 0.1593], [-0.4721, -0.1831, -0.1025], [0.0692, 0.1229, 0.1090], [0.0030, 0.5447, -0.2675], [-0.0185, 0.2074, -0.0658], [0.0323, -0.1740, 0.2055], [0.1128, -0.1839, 0.1494], [-0.1660, -0.5464, -0.1904], [-0.1527, 0.0061, 0.1711], [-0.2113, 0.0293, 0.4568], [-0.0425, 0.0003, 0.1975], [-0.0687, 0.0658, -0.2622], [-0.0886, -0.0199, -0.2667], [0.4939, -0.0857, -0.3133]]}

---

It is found that the energy above the lowest of the compared OMol25 structures with the same formula, charge and spin values, taken in the order of the records, are 7.997, 4.366 eV.